Record 1
Density functional theory data (ωB97M-V/def2-TZVPD) for one molecule with the formula C25H23ClN2O5.

Values from the calculation:
- HOMO energy: -9.074 eV
- Energy relative to the best compared isomer or geometry (same formula, charge and spin): 0.000 eV
- SMILES: CCOC(=O)c1ccc(N2C(=O)[C@@H]3[C@H](C2=O)[C@H]2CCCN2[C@H]3C(=O)c2ccc(Cl)cc2)cc1
- Kohn-Sham gap: 9.217 eV
- Energy: -1912.437995 hartree

ORCA input file:
```
! RIJCOSX wB97M-V def2-TZVPD def2/J DEFGRID3
* xyz 0 1
C -7.760 2.360 -3.020
C -7.474 1.223 -2.049
O -6.077 0.943 -1.972
C -5.349 1.711 -1.152
O -5.814 2.588 -0.465
C -3.907 1.358 -1.181
C -3.414 0.340 -1.992
C -2.063 0.057 -2.004
C -1.193 0.801 -1.213
N 0.198 0.528 -1.261
C 1.021 0.512 -0.142
O 0.666 0.752 0.981
C 2.401 0.104 -0.595
C 2.327 0.038 -2.117
C 0.879 0.294 -2.453
O 0.379 0.298 -3.544
C 2.769 -1.416 -2.491
C 3.777 -1.496 -3.624
C 5.086 -1.112 -2.935
C 4.897 -1.574 -1.483
N 3.477 -1.913 -1.325
C 2.759 -1.378 -0.193
C 3.438 -1.427 1.167
O 4.630 -1.563 1.315
C 2.542 -1.202 2.329
C 1.235 -1.675 2.419
C 0.472 -1.418 3.540
C 1.009 -0.673 4.580
Cl 0.050 -0.337 5.969
C 2.314 -0.207 4.518
C 3.074 -0.484 3.401
C -1.678 1.816 -0.395
C -3.031 2.085 -0.379
H -7.312 3.280 -2.655
H -7.349 2.130 -4.000
H -8.834 2.502 -3.109
H -7.841 1.478 -1.049
H -7.932 0.291 -2.388
H -4.092 -0.227 -2.609
H -1.680 -0.729 -2.634
H 3.155 0.787 -0.202
H 2.957 0.767 -2.626
H 1.882 -2.030 -2.680
H 3.825 -2.523 -3.985
H 3.516 -0.844 -4.455
H 5.237 -0.033 -2.975
H 5.947 -1.585 -3.402
H 5.476 -2.475 -1.268
H 5.215 -0.800 -0.784
H 1.820 -1.941 -0.132
H 0.808 -2.278 1.632
H -0.539 -1.787 3.610
H 2.725 0.364 5.336
H 4.093 -0.135 3.335
H -1.001 2.383 0.223
H -3.431 2.869 0.246
*
```



Record 2
Density functional theory data (ωB97M-V/def2-TZVPD) for C25H23CuF4N3O3S as an isolated structure.

Values from the calculation:
- HOMO energy: -3.129 eV
- Energy relative to the best compared isomer or geometry (same formula, charge and spin): 0.868 eV
- Kohn-Sham gap: 5.392 eV
- Energy: -3794.635521 hartree

ORCA input file:
```
! RIJCOSX wB97M-V def2-TZVPD def2/J DEFGRID3
* xyz -1 1
Cu 0.313 0.114 0.049
C -2.869 -0.269 -0.525
N -1.917 0.755 -0.162
C -2.294 1.376 1.091
C -1.735 1.705 -1.248
C -0.549 2.635 -0.999
N 0.653 1.836 -0.945
C 1.820 2.416 -0.723
C 3.010 1.632 -0.844
F 2.867 0.321 -1.193
C 4.273 2.127 -0.654
F 5.359 1.327 -0.845
C 4.492 3.449 -0.287
C 3.368 4.247 -0.163
F 3.552 5.550 0.190
C 2.095 3.782 -0.402
F 1.082 4.696 -0.317
H -3.897 0.129 -0.613
H -2.862 -1.054 0.229
H -2.581 -0.705 -1.479
H -3.255 1.913 1.018
H -1.520 2.066 1.414
H -2.391 0.606 1.857
H -2.658 2.290 -1.429
H -1.511 1.118 -2.145
H -0.705 3.201 -0.072
H -0.496 3.362 -1.826
H 5.480 3.823 -0.089
O 0.764 -2.600 2.282
C 0.732 -1.450 2.686
N 0.718 -0.321 1.928
C 0.694 0.795 2.704
O 0.629 1.946 2.311
C 0.704 0.366 4.136
C 0.681 1.095 5.304
C 0.672 0.388 6.501
C 0.655 -0.999 6.508
C 0.665 -1.730 5.322
C 0.697 -1.027 4.135
H 0.658 2.175 5.281
H 0.660 0.929 7.439
H 0.643 -1.519 7.457
H 0.653 -2.811 5.337
C 0.700 -3.927 -1.456
S 0.557 -2.218 -2.133
O -0.192 -1.491 -1.088
C -0.708 -2.595 -3.393
C -1.984 -3.034 -3.048
C -2.975 -3.108 -4.008
C -2.706 -2.742 -5.319
C -1.438 -2.292 -5.662
C -0.446 -2.215 -4.706
H -0.280 -4.370 -1.329
H 1.176 -3.831 -0.485
H 1.310 -4.515 -2.134
H -2.204 -3.290 -2.021
H -3.967 -3.442 -3.734
H -3.487 -2.779 -6.065
H -1.235 -1.990 -6.678
H 0.535 -1.843 -4.960
*
```



Record 3
Density functional theory data (ωB97M-V/def2-TZVPD) for C25H23I2IrN5O2 as an isolated structure.

Values from the calculation:
- HOMO energy (spin up / spin down): -10.080 / -10.083 eV
- Energy relative to the best compared isomer or geometry (same formula, charge and spin): 0.513 eV
- Kohn-Sham gap (spin up / spin down): 5.671 / 5.689 eV
- Energy: -2090.202465 hartree

ORCA input file:
```
! RIJCOSX wB97M-V def2-TZVPD def2/J DEFGRID3
* xyz 1 1
Ir 0.219 0.452 -0.151
I -3.007 -3.361 -5.708
C -1.847 -2.138 -4.485
C -1.458 -0.884 -4.928
C -0.699 -0.066 -4.112
I -0.157 1.816 -4.794
C -0.292 -0.477 -2.830
O 0.481 0.330 -2.109
C -0.705 -1.763 -2.397
C -0.257 -2.318 -1.075
N -0.625 -1.429 0.046
C -0.329 -1.966 1.389
C -0.220 -0.851 2.412
C -0.132 -1.099 3.769
C 0.038 -0.033 4.636
C 0.091 1.255 4.125
C -0.003 1.431 2.761
N -0.146 0.398 1.921
C -1.471 -2.571 -3.227
H -1.749 -0.539 -5.911
H 0.833 -2.417 -1.052
H -0.692 -3.304 -0.895
H -1.613 -1.171 -0.027
H 0.631 -2.486 1.346
H -1.089 -2.698 1.671
H -0.187 -2.116 4.134
H 0.132 -0.206 5.699
H 0.230 2.112 4.767
H 0.047 2.410 2.307
H -1.765 -3.555 -2.884
C -3.791 4.914 1.128
N -3.548 3.488 0.999
N -2.604 2.986 0.146
C -2.538 1.632 0.320
O -1.822 0.863 -0.418
C -3.443 1.312 1.348
C -4.056 2.486 1.730
C -5.083 2.724 2.780
C -1.945 3.823 -0.806
C -0.571 3.982 -0.719
C 0.066 4.823 -1.618
C -0.671 5.499 -2.578
C -2.046 5.322 -2.662
C -2.693 4.475 -1.777
H -2.878 5.456 0.893
H -4.070 5.119 2.158
H -4.587 5.241 0.461
H -3.650 0.327 1.724
H -5.455 1.771 3.148
H -5.925 3.296 2.391
H -4.660 3.273 3.623
H -0.004 3.477 0.056
H 1.138 4.951 -1.556
H -0.173 6.164 -3.271
H -2.616 5.833 -3.424
H -3.761 4.314 -1.845
N 2.742 2.081 0.792
C 1.811 1.537 0.373
*
```



Record 4
Density functional theory data (ωB97M-V/def2-TZVPD) for C25H23IrN4O3S2 as an isolated structure.

Values from the calculation:
- HOMO energy (spin up / spin down): -7.362 / -7.317 eV
- Energy relative to the best compared isomer or geometry (same formula, charge and spin): 4.003 eV
- Kohn-Sham gap (spin up / spin down): 6.398 / 6.386 eV
- Energy: -2311.887342 hartree

ORCA input file:
```
! RIJCOSX wB97M-V def2-TZVPD def2/J DEFGRID3
* xyz 0 1
Ir -0.144 0.971 -0.614
N -3.632 3.755 -1.382
C -2.432 3.136 -1.268
S -2.439 1.415 -1.554
N -1.406 3.837 -0.899
N -0.200 3.256 -0.819
C 0.792 4.015 -0.439
C 2.162 3.674 -0.508
C 3.130 4.617 -0.108
C 4.472 4.376 -0.240
C 4.909 3.163 -0.795
C 4.007 2.211 -1.172
C 2.600 2.411 -1.048
O 1.810 1.492 -1.425
H -4.370 3.246 -1.841
H -3.632 4.759 -1.438
H 0.559 5.024 -0.100
H 2.792 5.562 0.295
H 5.197 5.115 0.065
H 5.968 2.984 -0.925
H 4.323 1.276 -1.607
C 0.306 -7.331 -1.801
C 0.068 -5.888 -1.488
C 0.583 -5.312 -0.339
C 0.414 -3.962 -0.067
C 0.963 -3.385 1.202
C -0.283 -3.171 -0.987
C -0.862 -3.747 -2.125
C -1.694 -2.941 -3.074
C -0.680 -5.101 -2.352
C -0.324 -1.693 -0.821
O -0.499 -1.160 0.308
O -0.129 -0.967 -1.827
H 0.693 -7.861 -0.934
H 1.033 -7.417 -2.609
H -0.612 -7.813 -2.129
H 1.142 -5.928 0.353
H 1.585 -4.110 1.726
H 0.140 -3.088 1.851
H 1.550 -2.490 1.004
H -2.445 -2.369 -2.532
H -2.190 -3.586 -3.795
H -1.072 -2.225 -3.605
H -1.114 -5.555 -3.231
S 0.897 1.582 4.090
C 1.060 1.347 2.383
N -0.019 1.447 1.690
C -1.108 1.729 2.476
C -2.425 1.890 2.048
C -3.387 2.215 2.979
C -3.068 2.373 4.328
C -1.777 2.184 4.779
C -0.803 1.862 3.846
H 2.028 1.149 1.963
H -2.667 1.747 1.006
H -4.408 2.348 2.656
H -3.842 2.639 5.031
H -1.524 2.292 5.822
*
```